Molecular formula: C22H40Cl2CrN5O3
Method: DFT, wB97M-V/def2-TZVPD

Results
total charge	-1
relative energy (zero: lowest compared OMol25 entry of this formula, charge and spin)	106.30	kJ/mol
2S+1	5
HOMO energy (spin up / spin down)	-0.99 / -4.41	eV
HOMO-LUMO gap (spin up / spin down)	3.175 / 6.593	eV
LUMO level (spin up / spin down)	2.181 / 2.180	eV

Positions of all 73 atoms, in Å:
1 O -0.94 -2.75 -0.58
2 C -0.41 -3.88 -0.49
3 C -1.00 -5.09 -1.18
4 C -2.38 -5.17 -1.49
5 H -3.05 -4.44 -1.04
6 C -2.86 -6.24 -2.25
7 H -3.93 -6.32 -2.49
8 C -2.01 -7.27 -2.70
9 H -2.38 -8.10 -3.32
10 C -0.67 -7.27 -2.23
11 H -0.04 -8.14 -2.43
12 C -0.19 -6.21 -1.46
13 H 0.80 -6.28 -1.00
14 H 0.58 -4.11 0.02
15 C 0.52 -2.94 2.41
16 C 0.91 -1.65 1.82
17 H 0.78 -2.93 3.48
18 H 1.07 -3.76 1.92
19 H -0.56 -3.12 2.31
20 C 1.84 -0.82 2.26
21 C 2.60 -0.94 3.55
22 H 2.13 0.04 1.64
23 H 2.65 -1.98 3.91
24 H 2.11 -0.36 4.35
25 H 3.63 -0.56 3.40
26 Cr -0.31 -0.85 0.17
27 Cl -2.24 -1.23 1.39
28 Cl 1.29 -1.43 -1.55
29 C -0.78 1.29 2.51
30 O -0.19 1.05 1.43
31 N -0.60 2.44 3.19
32 C 0.33 3.47 2.72
33 C -1.26 2.75 4.44
34 H -1.47 0.55 2.97
35 H 0.83 3.09 1.83
36 H 1.04 3.69 3.52
37 H -0.23 4.39 2.49
38 H -1.89 1.91 4.76
39 H -1.89 3.66 4.34
40 H -0.50 2.96 5.22
41 H 4.70 3.26 -0.45
42 H 5.17 2.16 -2.81
43 C 4.36 2.26 -0.13
44 C 4.79 1.22 -2.36
45 N 3.88 1.48 -1.26
46 H 3.51 2.34 0.55
47 C 2.59 1.08 -1.26
48 O 1.78 1.31 -0.35
49 H 4.25 0.65 -3.13
50 H 2.32 0.49 -2.16
51 H 5.20 1.74 0.37
52 H 5.66 0.62 -2.03
53 C -0.48 2.00 -3.54
54 N -1.34 2.49 -2.49
55 C -2.20 3.60 -2.93
56 C -1.52 1.77 -1.34
57 N -1.10 0.53 -1.22
58 N -2.15 2.45 -0.32
59 C -1.96 3.88 -0.10
60 C -3.29 1.86 0.37
61 H -0.49 2.80 -4.28
62 H -0.85 1.08 -4.04
63 H 0.53 1.86 -3.17
64 H -3.22 3.49 -2.52
65 H -1.76 4.58 -2.67
66 H -2.21 3.56 -4.03
67 H -0.98 0.08 -2.13
68 H -1.88 4.04 0.99
69 H -1.02 4.22 -0.61
70 H -2.84 4.47 -0.46
71 H -3.16 0.77 0.47
72 H -3.36 2.32 1.37
73 H -4.24 2.09 -0.17

---

Molecular formula: C22H40N3O11P2RbS2Se
Method: DFT, wB97M-V/def2-TZVPD

Results
total charge	-2
relative energy (zero: lowest compared OMol25 entry of this formula, charge and spin)	0.00	kJ/mol
HOMO energy	-1.05	eV
HOMO-LUMO gap	4.861	eV
LUMO level	3.815	eV

Positions of all 82 atoms, in Å:
1 Rb -1.53 -0.19 0.96
2 C 4.84 -1.68 2.52
3 C 3.36 -1.51 2.23
4 C 2.47 -2.56 2.86
5 O 3.12 -1.64 0.77
6 P 2.38 -0.38 0.23
7 O 1.16 -0.05 0.96
8 C 2.04 -0.78 -1.51
9 P 1.03 0.45 -2.36
10 O 0.03 1.14 -1.54
11 O 2.08 1.48 -2.99
12 C 3.07 1.02 -3.93
13 C 4.44 1.33 -3.35
14 C 2.79 1.72 -5.25
15 O 0.44 -0.39 -3.59
16 C -1.01 -0.25 -3.89
17 C -1.53 -1.61 -4.24
18 C -1.17 0.79 -4.98
19 O 3.46 0.76 0.22
20 C 3.13 2.01 0.93
21 C 3.37 1.78 2.42
22 C 3.98 3.07 0.28
23 H 5.03 -1.61 3.59
24 H 5.42 -0.90 2.02
25 H 5.19 -2.65 2.16
26 H 2.97 -0.54 2.55
27 H 2.72 -3.55 2.52
28 H 1.43 -2.36 2.66
29 H 2.57 -2.48 3.95
30 H 1.45 -1.70 -1.50
31 H 2.96 -0.99 -2.05
32 H 2.96 -0.06 -4.08
33 H 4.55 2.41 -3.23
34 H 5.23 0.97 -4.00
35 H 4.54 0.87 -2.37
36 H 2.84 2.80 -5.13
37 H 1.80 1.46 -5.60
38 H 3.53 1.41 -6.00
39 H -1.52 0.11 -2.99
40 H -1.04 -2.01 -5.13
41 H -2.60 -1.52 -4.41
42 H -1.39 -2.31 -3.42
43 H -0.70 0.47 -5.91
44 H -0.73 1.74 -4.67
45 H -2.24 0.94 -5.12
46 H 2.06 2.21 0.76
47 H 4.41 1.53 2.58
48 H 2.71 1.01 2.81
49 H 3.12 2.68 2.98
50 H 5.03 2.85 0.41
51 H 3.77 4.04 0.75
52 H 3.76 3.15 -0.78
53 N -3.12 2.37 0.65
54 C -3.88 2.75 -0.53
55 C -4.79 1.60 -0.97
56 C -4.05 0.54 -1.79
57 O -3.70 0.88 -2.94
58 O -3.83 -0.58 -1.26
59 H -3.73 2.31 1.47
60 H -2.38 3.03 0.87
61 H -3.18 2.97 -1.34
62 H -4.49 3.66 -0.36
63 H -5.58 2.00 -1.62
64 H -5.26 1.15 -0.09
65 O -0.75 -1.06 3.48
66 S 0.21 -0.27 4.33
67 O 1.61 -0.58 3.98
68 O -0.05 -0.53 5.75
69 S -0.19 1.71 3.87
70 Se -5.42 -1.85 0.38
71 N -4.12 -1.59 1.53
72 C -4.46 -2.12 2.69
73 C -3.63 -2.10 3.87
74 C -4.12 -2.68 4.99
75 C -5.41 -3.32 5.03
76 C -6.20 -3.37 3.94
77 C -5.74 -2.76 2.72
78 N -6.40 -2.73 1.58
79 H -2.65 -1.63 3.86
80 H -3.51 -2.66 5.89
81 H -5.74 -3.77 5.96
82 H -7.17 -3.84 3.95

---

Molecular formula: C22H40O6PS
Method: DFT, wB97M-V/def2-TZVPD

Results
total charge	-1
HOMO energy	-4.97	eV
HOMO-LUMO gap	7.614	eV
LUMO level	2.645	eV

Positions of all 70 atoms, in Å:
1 C 2.27 -2.14 3.60
2 C 1.50 -0.94 4.43
3 O 0.26 -0.46 3.79
4 C -0.86 -1.43 4.03
5 C -1.65 -1.49 2.54
6 O -1.37 -0.29 1.88
7 P -2.08 0.08 0.36
8 C -0.44 -0.58 -0.47
9 C 0.89 -0.43 0.47
10 C 2.33 -0.52 -0.37
11 C 2.22 -1.31 -1.80
12 C 3.68 -1.52 -2.55
13 O 3.52 -2.49 -3.65
14 C 2.64 -1.98 -4.72
15 C -1.40 1.87 0.50
16 C -0.45 2.41 -0.71
17 C -0.82 2.48 -2.31
18 C 0.32 3.02 -3.40
19 C 1.84 3.53 -2.94
20 C 2.20 3.50 -1.34
21 C 3.67 3.95 -0.68
22 C 1.07 2.96 -0.29
23 C -2.91 -1.61 0.07
24 C -3.10 -1.66 -1.71
25 C -4.49 -2.55 -2.23
26 O -4.34 -0.91 -2.28
27 S -3.78 0.87 1.50
28 C -3.19 1.97 2.96
29 O -4.77 1.66 0.55
30 O -4.64 -0.18 2.21
31 H 2.81 -2.83 4.41
32 H 3.16 -1.72 2.93
33 H 1.57 -2.80 2.94
34 H 2.26 -0.01 4.42
35 H 1.38 -1.21 5.58
36 H -0.41 -2.50 4.26
37 H -1.59 -1.07 4.88
38 H -2.73 -1.81 2.82
39 H -1.15 -2.45 2.03
40 H -2.64 0.49 -0.89
41 H -0.49 -1.76 -0.67
42 H -0.31 -0.17 -1.58
43 H 0.93 -1.33 1.24
44 H 0.97 0.55 1.10
45 H 2.68 0.59 -0.60
46 H 3.15 -0.96 0.37
47 H 1.62 -2.29 -1.63
48 H 1.60 -0.60 -2.53
49 H 3.93 -0.48 -3.06
50 H 4.56 -1.76 -1.81
51 H 2.75 -0.81 -4.87
52 H 2.80 -2.49 -5.76
53 H 1.50 -2.15 -4.41
54 H -0.81 2.00 1.51
55 H -2.35 2.60 0.43
56 H -1.88 2.12 -2.68
57 H 0.12 3.06 -4.57
58 H 2.68 3.89 -3.68
59 H 4.57 3.39 -1.21
60 H 3.81 5.11 -0.63
61 H 3.69 3.57 0.44
62 H 1.36 2.91 0.87
63 H -4.03 -1.73 0.32
64 H -2.28 -2.57 0.17
65 H -2.06 -1.76 -2.40
66 H -5.41 -2.65 -1.49
67 H -4.48 -2.87 -3.36
68 H -4.18 2.14 3.59
69 H -2.92 3.04 2.52
70 H -2.32 1.47 3.56